No. 1
Density functional theory data (ωB97M-V with the def2-TZVPD basis set) for a cluster of 3 separate species, C5H16NO4 in total.

LUMO level (eV): -3.66
Energy above the lowest of the compared OMol25 structures with the same formula, charge and spin (kJ/mol): 84.7
HOMO level (eV): -13.29
Kohn-Sham gap (eV): 9.63
Net charge: +1

```
26
C5H16NO4 ωB97M-V with the def2-TZVPD basis set
C 0.219 -1.995 -1.935
C 0.835 -0.686 -1.715
C 0.841 -0.449 -0.160
C 0.793 0.979 0.414
C 0.148 1.040 1.735
O -1.013 0.255 1.771
O 0.572 1.502 2.735
N 2.284 -0.445 -2.330
H 1.066 -2.801 -1.785
H -0.243 -2.047 -2.967
H -0.678 -2.030 -1.333
H 0.146 0.099 -2.259
H 1.706 -0.961 0.310
H -0.122 -0.850 0.161
H 1.703 1.636 0.360
H 0.146 1.686 -0.269
H -1.616 0.373 2.498
H 2.901 -0.015 -1.624
H 2.878 -1.251 -2.447
H 2.095 0.117 -3.214
H -2.260 2.842 0.564
H -2.379 2.094 -0.693
O -1.762 2.647 -0.192
H -1.415 -3.076 0.222
H -2.489 -2.440 1.210
O -2.103 -2.353 0.379
```



No. 2
Density functional theory data (ωB97M-V with the def2-TZVPD basis set) for a cluster of 3 separate species, C5H16O3 in total.

LUMO level (eV): 0.38
Energy above the lowest of the compared OMol25 structures with the same formula, charge and spin (kJ/mol): 107.8
HOMO level (eV): -9.99
Kohn-Sham gap (eV): 10.37
SMILES string: CCCCCO.O.O

```
24
C5H16O3 ωB97M-V with the def2-TZVPD basis set
C 1.793 -0.131 2.275
O 1.429 1.148 2.727
C 1.264 -0.492 0.870
C -0.134 -1.061 0.754
C -0.605 -2.110 1.761
C -2.036 -2.534 1.407
H 2.858 -0.205 2.275
H 1.352 -0.888 2.937
H 0.517 1.327 2.773
H 1.422 0.366 0.255
H 2.020 -1.202 0.519
H -0.947 -0.375 0.507
H -0.114 -1.649 -0.175
H 0.067 -2.972 1.748
H -0.571 -1.751 2.790
H -2.738 -2.026 2.065
H -2.267 -3.565 1.668
H -2.269 -2.317 0.369
H 1.471 0.055 -5.584
H 0.623 1.221 -5.359
O 0.647 0.430 -5.914
H -2.064 4.797 -1.875
H -2.189 3.146 -2.327
O -2.000 4.055 -2.473
```



No. 3
Density functional theory data (ωB97M-V with the def2-TZVPD basis set) for a structure of composition C5H17MnN2O.

LUMO level (spin up / spin down) (eV): 3.25 / 3.29
Energy above the lowest of the compared OMol25 structures with the same formula, charge and spin (kJ/mol): 0.0
<S²>: 9.166
HOMO level (spin up / spin down) (eV): 0.69 / -1.75
Kohn-Sham gap (spin up / spin down) (eV): 2.55 / 5.03
Net charge: -1
Spin multiplicity: 6

```
26
C5H17MnN2O ωB97M-V with the def2-TZVPD basis set
C -2.144 1.523 -1.853
Mn -0.171 1.438 -2.124
N 1.983 1.156 -1.725
H 0.607 2.724 -3.202
H 2.190 1.445 -0.773
H 0.957 1.998 -3.483
H -2.247 2.555 -2.297
H -2.658 1.488 -0.899
H -2.540 0.752 -2.542
H 2.190 0.163 -1.804
H 2.611 1.661 -2.362
C 0.004 -2.076 2.674
N 0.389 -1.229 1.536
C 1.782 -1.247 1.124
C -0.451 -0.456 0.818
C -1.895 -0.379 1.216
O 0.021 0.170 -0.173
H 0.913 -2.591 3.014
H -0.748 -2.823 2.374
H -0.404 -1.470 3.499
H 1.876 -1.574 0.082
H 2.228 -0.248 1.217
H 2.310 -1.940 1.775
H -2.159 0.660 1.420
H -2.517 -0.723 0.387
H -2.128 -0.976 2.101
```



No. 4
Density functional theory data (ωB97M-V with the def2-TZVPD basis set) for a cluster of 2 separate species, C5H17N2O2 in total.

LUMO level (eV): -2.64
Energy above the lowest of the compared OMol25 structures with the same formula, charge and spin (kJ/mol): 106.1
HOMO level (eV): -13.46
Kohn-Sham gap (eV): 10.82
Net charge: +1

```
26
C5H17N2O2 ωB97M-V with the def2-TZVPD basis set
C -0.980 0.009 2.129
O -0.339 1.021 2.920
C -0.498 0.223 0.702
C -0.976 -0.757 -0.358
C -1.285 -0.070 -1.766
C -0.607 1.253 -2.177
N 0.894 1.136 -2.187
N 1.016 0.164 0.726
H -2.071 0.146 2.126
H -0.696 -0.952 2.595
H -1.031 1.576 3.292
H -0.717 1.226 0.367
H -1.932 -1.218 -0.034
H -0.314 -1.583 -0.629
H -0.983 -0.825 -2.489
H -2.359 0.167 -1.814
H -0.838 2.040 -1.450
H -0.944 1.595 -3.153
H 1.154 0.236 -2.584
H 1.355 1.844 -2.752
H 1.340 0.758 -0.155
H 1.311 0.823 1.448
H 1.258 -0.811 0.513
H 1.900 -3.351 -0.421
H 2.415 -2.851 0.858
O 2.075 -2.495 0.011
```



No. 5
Density functional theory data (ωB97M-V with the def2-TZVPD basis set) for a cluster of 5 separate species, C5H17N3O4 in total.

LUMO level (spin up / spin down) (eV): -3.91 / -7.93
<S²>: 0.763
HOMO level (spin up / spin down) (eV): -13.49 / -13.46
Kohn-Sham gap (spin up / spin down) (eV): 9.58 / 5.53
Net charge: +1
Spin multiplicity: 2

```
29
C5H17N3O4 ωB97M-V with the def2-TZVPD basis set
C -0.104 -2.299 -0.459
C 0.024 -2.015 1.098
C 0.273 -0.548 1.560
C 1.457 0.216 1.907
N 1.076 1.530 2.254
C -0.326 1.522 2.093
N -0.798 0.273 1.831
N 1.197 -1.958 -1.084
H -0.989 -1.551 -0.809
H -0.526 -3.260 -0.681
H -0.902 -2.600 1.697
H 1.006 -2.516 1.237
H 2.528 -0.052 1.801
H -0.983 2.435 2.343
H -1.775 0.090 1.617
H 1.590 -1.190 -0.828
H 1.901 -2.756 -0.994
H 1.525 3.321 -0.604
H 0.379 3.358 0.522
O 0.594 3.194 -0.405
H -3.449 0.288 -0.790
H -3.025 -1.030 -0.194
O -3.278 -0.104 0.188
H 1.355 0.910 -1.901
H 1.832 0.086 -2.967
O 1.557 1.008 -2.852
H -0.551 1.376 -1.101
H -0.539 1.249 -2.575
O -1.047 1.023 -1.906
```



No. 6
Density functional theory data (ωB97M-V with the def2-TZVPD basis set) for a cluster of 3 separate species, C5H17NO2 in total.

LUMO level (eV): 0.72
Energy above the lowest of the compared OMol25 structures with the same formula, charge and spin (kJ/mol): 116.9
HOMO level (eV): -8.43
Kohn-Sham gap (eV): 9.15
SMILES string: CCCN(C)C.O.O

```
25
C5H17NO2 ωB97M-V with the def2-TZVPD basis set
C -1.028 -0.718 0.980
C -1.241 -0.138 2.386
C 0.241 -0.253 0.266
N 1.319 -1.254 0.409
C 1.186 -2.244 -0.647
C 2.613 -0.622 0.354
H -1.920 -0.594 0.357
H -1.032 -1.816 0.993
H -0.633 -0.687 3.110
H -0.940 0.915 2.368
H -2.307 -0.204 2.625
H 0.599 0.684 0.688
H 0.028 -0.048 -0.785
H 1.881 -3.074 -0.466
H 1.512 -1.901 -1.622
H 0.212 -2.728 -0.551
H 2.850 -0.084 1.275
H 3.412 -1.338 0.122
H 2.769 0.146 -0.439
H -3.058 2.544 -0.224
H -1.873 1.731 -0.817
O -2.514 2.431 -1.008
H -0.028 2.838 -1.992
H -0.667 1.847 -2.910
O -0.040 1.875 -2.175
```



No. 7
Density functional theory data (ωB97M-V with the def2-TZVPD basis set) for a cluster of 3 separate species, C5H17NO3 in total.

LUMO level (eV): 0.71
Energy above the lowest of the compared OMol25 structures with the same formula, charge and spin (kJ/mol): 110.0
HOMO level (eV): -9.73
Kohn-Sham gap (eV): 10.44
SMILES string: C[C@H](N)CCCO.O.O

```
26
C5H17NO3 ωB97M-V with the def2-TZVPD basis set
C 1.172 -0.703 1.112
C 1.229 -0.376 -0.348
C -0.158 -0.060 -0.971
C -1.440 -0.532 -0.303
C -1.664 -2.013 -0.067
O -1.479 -2.820 -1.216
N 2.009 0.858 -0.478
H 0.773 0.151 1.684
H 0.740 -1.620 1.519
H 2.161 -0.841 1.585
H 1.651 -1.230 -0.894
H -0.143 -0.426 -2.016
H -0.148 1.004 -1.158
H -1.586 -0.097 0.684
H -2.238 -0.181 -0.933
H -2.656 -2.139 0.392
H -0.999 -2.417 0.713
H -1.428 -3.751 -0.986
H 2.242 1.099 -1.430
H 2.755 0.944 0.193
H -1.508 2.455 0.716
H -1.428 2.158 -0.722
O -2.036 2.044 0.016
H 1.548 3.217 1.656
H 1.526 2.232 0.423
O 1.106 3.045 0.828
```



No. 8
Density functional theory data (ωB97M-V with the def2-TZVPD basis set) for a cluster of 4 separate species, C5H17NO5 in total.

LUMO level (eV): 0.56
Energy above the lowest of the compared OMol25 structures with the same formula, charge and spin (kJ/mol): 92.9
HOMO level (eV): -9.43
Kohn-Sham gap (eV): 10.00
SMILES string: CCCNCC(=O)O.O.O.O

```
28
C5H17NO5 ωB97M-V with the def2-TZVPD basis set
C -0.837 0.791 1.984
C -0.458 2.271 1.773
C -1.768 0.245 0.879
N -1.092 -0.168 -0.362
C -0.788 0.845 -1.363
C 0.014 0.246 -2.503
O 1.338 0.442 -2.249
O -0.356 -0.307 -3.499
H -1.364 0.623 2.923
H 0.106 0.242 1.932
H -0.699 2.628 0.770
H 0.607 2.420 1.933
H -1.040 2.958 2.393
H -2.203 -0.676 1.269
H -2.508 0.990 0.621
H -0.212 -0.585 -0.076
H -1.731 1.154 -1.817
H -0.234 1.719 -1.025
H 1.915 0.350 -3.016
H -1.165 -3.420 -1.670
H -0.780 -2.222 -0.705
O -0.491 -3.067 -1.086
H 2.668 -0.933 1.108
H 3.648 0.228 1.200
O 2.784 -0.052 1.519
H 1.452 -1.890 -0.971
H 1.280 -2.747 0.179
O 1.915 -2.085 -0.143
```



No. 9
Density functional theory data (ωB97M-V with the def2-TZVPD basis set) for a structure of composition C5H18AgF6N7O10S2.

LUMO level (spin up / spin down) (eV): -2.71 / -7.17
<S²>: 0.753
HOMO level (spin up / spin down) (eV): -12.89 / -12.82
Kohn-Sham gap (spin up / spin down) (eV): 10.18 / 5.65
Net charge: +1
Spin multiplicity: 2

```
49
C5H18AgF6N7O10S2 ωB97M-V with the def2-TZVPD basis set
Ag 0.554 0.038 -0.174
C -0.964 -2.747 2.388
F -1.144 -3.678 3.279
F -1.094 -3.234 1.156
F -1.895 -1.806 2.483
S 0.778 -1.961 2.546
O 1.180 -2.088 3.929
O 1.612 -2.643 1.607
N 0.414 -0.342 1.926
S 0.318 0.676 3.147
O -0.039 2.006 2.666
O -0.469 0.177 4.260
C 2.170 0.972 3.711
F 2.380 0.499 4.909
F 2.987 0.423 2.792
F 2.412 2.283 3.651
O 1.086 0.712 -2.427
H 0.706 0.470 -3.275
H 1.162 1.674 -2.456
O 2.202 1.778 0.172
H 3.155 1.773 0.321
H 1.918 2.668 0.422
O 2.778 -0.886 -0.173
H 3.415 -0.170 -0.139
H 3.287 -1.679 0.035
C -1.161 3.284 -0.179
O -0.570 2.217 -0.072
N -1.314 3.951 -1.361
N -1.844 3.894 0.845
H -1.770 4.839 -1.415
H -0.788 3.536 -2.111
H -1.970 4.888 0.836
H -1.912 3.416 1.729
C 0.454 -3.103 -1.624
O 0.245 -2.018 -1.074
N 0.930 -4.225 -1.032
N 0.149 -3.229 -2.940
H 1.402 -4.034 -0.157
H 1.360 -4.936 -1.599
H -0.095 -2.423 -3.481
H 0.014 -4.082 -3.455
C -2.440 0.247 -2.071
O -1.711 -0.141 -1.162
N -3.737 0.573 -1.859
N -2.017 0.347 -3.381
H -4.061 0.527 -0.910
H -4.225 1.021 -2.611
H -1.260 -0.265 -3.603
H -2.589 0.799 -4.069
```



No. 10
Density functional theory data (ωB97M-V with the def2-TZVPD basis set) for a structure of composition C5H18AlN3O5.

LUMO level (eV): -2.35
Energy above the lowest of the compared OMol25 structures with the same formula, charge and spin (kJ/mol): 0.0
HOMO level (eV): -8.61
Kohn-Sham gap (eV): 6.26

```
32
C5H18AlN3O5 ωB97M-V with the def2-TZVPD basis set
Al 1.572 -0.446 -0.078
O 2.758 1.531 -1.509
H 2.245 1.916 -2.232
O 1.512 -2.550 1.543
H 0.637 -2.404 1.900
O 3.516 -1.823 -1.375
H 4.222 -1.279 -0.996
C 0.754 3.348 0.595
O 0.470 2.146 0.672
N 0.234 4.324 1.404
N 1.662 3.800 -0.318
H -0.508 3.997 1.994
H 0.507 5.265 1.210
H 2.242 3.144 -0.851
H 2.051 4.693 -0.067
C -2.405 -0.196 0.028
C -1.636 -1.134 0.920
C -1.284 -2.443 0.215
O -0.560 -2.125 -0.909
C -0.954 -2.763 -2.122
N -0.383 -0.428 1.339
H -1.861 -0.001 -0.902
H -2.467 0.808 0.461
H -3.404 -0.434 -0.335
H -2.160 -1.403 1.845
H -2.203 -3.029 0.086
H -0.763 -3.148 0.870
H -2.033 -2.886 -2.229
H -0.579 -3.790 -2.043
H -0.477 -2.289 -2.973
H 0.085 -0.833 2.143
H -0.788 0.431 1.713
```



No. 11
Density functional theory data (ωB97M-V with the def2-TZVPD basis set) for a structure of composition C5H18BaO7.

LUMO level (eV): 4.10
HOMO level (eV): 0.81
Kohn-Sham gap (eV): 3.29
Net charge: -2

```
31
C5H18BaO7 ωB97M-V with the def2-TZVPD basis set
Ba -8.718 15.020 -31.394
O -8.016 13.641 -33.655
H -8.185 14.420 -34.194
O -10.922 14.150 -32.681
H -11.558 14.085 -31.962
O -6.255 14.047 -30.561
C -6.544 12.823 -29.888
C -7.963 12.468 -29.296
O -9.050 12.405 -30.163
H -5.777 12.828 -29.080
H -6.254 12.019 -30.590
H -8.239 13.238 -28.531
H -7.764 11.546 -28.702
C -10.075 18.946 -31.986
O -10.016 17.543 -31.857
H -10.859 19.269 -32.680
H -10.404 19.373 -31.022
H -9.137 19.425 -32.260
H -10.818 17.143 -32.228
C -8.143 17.560 -28.372
O -7.871 16.397 -29.118
H -7.430 18.378 -28.539
H -9.140 17.918 -28.639
H -8.163 17.393 -27.286
H -6.956 16.149 -28.905
C -5.800 16.408 -33.055
O -6.974 17.107 -32.595
H -5.650 16.632 -34.113
H -4.905 16.666 -32.485
H -6.054 15.367 -32.866
H -6.810 18.032 -32.409
```



No. 12
Density functional theory data (ωB97M-V with the def2-TZVPD basis set) for a cluster of 4 separate species, C5H18N2O3 in total.

LUMO level (eV): 0.54
Energy above the lowest of the compared OMol25 structures with the same formula, charge and spin (kJ/mol): 276.7
HOMO level (eV): -8.34
Kohn-Sham gap (eV): 8.88
SMILES string: N/C=C/CCCN.O.O.O

```
28
C5H18N2O3 ωB97M-V with the def2-TZVPD basis set
C 0.297 -0.966 -0.931
C -0.434 -0.093 0.044
C 0.254 0.179 1.443
N 2.223 3.187 0.483
C 1.114 2.422 1.067
C 1.341 1.124 1.351
N 0.086 -2.468 -0.768
H 1.401 -0.845 -0.967
H 0.060 -0.801 -2.002
H -1.338 -0.701 0.452
H -0.778 0.900 -0.395
H -0.512 0.498 2.137
H 0.524 -0.859 1.747
H 1.917 4.108 0.580
H 3.024 3.322 1.141
H 0.174 3.048 1.199
H 2.355 0.829 1.328
H 0.497 -2.856 0.006
H -0.936 -2.522 -0.534
H 2.528 1.526 -3.013
H 1.125 1.370 -3.847
O 2.000 0.982 -3.567
H -3.962 -0.164 -0.503
H -3.194 -1.309 -1.080
O -3.205 -0.758 -0.378
H -2.067 -3.232 2.465
H -2.126 -2.583 0.986
O -2.368 -3.342 1.557
```



Question: Number 7 is which compound?
Answer: C5H17NO3



What did the tenth record say?
Density functional theory data (ωB97M-V with the def2-TZVPD basis set) for a structure of composition C5H18AlN3O5.

LUMO level (eV): -2.35
Energy above the lowest of the compared OMol25 structures with the same formula, charge and spin (kJ/mol): 0.0
HOMO level (eV): -8.61
Kohn-Sham gap (eV): 6.26

```
32
C5H18AlN3O5 ωB97M-V with the def2-TZVPD basis set
Al 1.572 -0.446 -0.078
O 2.758 1.531 -1.509
H 2.245 1.916 -2.232
O 1.512 -2.550 1.543
H 0.637 -2.404 1.900
O 3.516 -1.823 -1.375
H 4.222 -1.279 -0.996
C 0.754 3.348 0.595
O 0.470 2.146 0.672
N 0.234 4.324 1.404
N 1.662 3.800 -0.318
H -0.508 3.997 1.994
H 0.507 5.265 1.210
H 2.242 3.144 -0.851
H 2.051 4.693 -0.067
C -2.405 -0.196 0.028
C -1.636 -1.134 0.920
C -1.284 -2.443 0.215
O -0.560 -2.125 -0.909
C -0.954 -2.763 -2.122
N -0.383 -0.428 1.339
H -1.861 -0.001 -0.902
H -2.467 0.808 0.461
H -3.404 -0.434 -0.335
H -2.160 -1.403 1.845
H -2.203 -3.029 0.086
H -0.763 -3.148 0.870
H -2.033 -2.886 -2.229
H -0.579 -3.790 -2.043
H -0.477 -2.289 -2.973
H 0.085 -0.833 2.143
H -0.788 0.431 1.713
```



Question: Which formula does entry 7 have?
Answer: C5H17NO3